(1)
DFT (ωB97M-V/def2-TZVPD) results for a molecular structure, C14H22AlBr2ClF7KNaO13P2 in a non-equilibrium geometry.

Calculated values
Total charge = -1
Molecular weight = 877.58 g/mol
E = -259031.939 eV

Last column: Löwdin charge in e.
Element x y z (Å)
1 C -1.606035 3.028066 2.964500  -0.06
2 C -1.429917 1.541629 2.963343  -0.29
3 O -0.366541 1.071541 2.076854  -0.11
4 C -0.856124 1.010771 0.786599  -0.33
5 C 0.019511 1.589285 -0.305590  -0.42
6 O 1.049285 2.122277 -0.328792  0.23
7 O -0.773978 1.299320 -1.441504  -0.02
8 C -1.311464 0.032834 -1.297855  -0.70
9 Br -0.471412 -1.179337 -2.717377  0.65
10 C -2.782167 -0.046397 -1.708197  -0.25
11 C -3.657752 1.000752 -1.019511  -0.06
12 C -1.097577 -0.409608 0.176714  -0.32
13 P 0.494483 -1.294795 0.674970  0.69
14 O 0.017343 -1.855308 2.210835  -0.45
15 Cl 0.517049 -3.078437 -0.270213  0.31
16 H -2.427754 3.246105 3.685580  0.04
17 H -0.685108 3.524787 3.270777  0.09
18 H -1.916512 3.392355 1.982987  0.08
19 H -2.368444 1.062628 2.652240  0.13
20 H -1.219889 1.177937 3.949630  -0.07
21 H -1.745275 1.637411 0.684641  0.14
22 H -3.125099 -1.039929 -1.413615  0.12
23 H -2.884223 0.033162 -2.786537  0.08
24 H -3.228175 1.992248 -1.170510  0.09
25 H -4.657862 1.012496 -1.443081  0.08
26 H -3.701816 0.861959 0.060650  0.08
27 H -1.979121 -0.814579 0.676966  0.13
28 H -0.693121 -2.506091 2.120333  0.05
29 K -1.042413 -0.036288 5.230166  0.97
30 C -0.833635 -1.005618 -6.956241  -0.11
31 C -1.742335 -1.967661 -7.674036  -0.22
32 O -2.856714 -2.091277 -6.803643  0.03
33 C -2.893161 -1.005539 -5.943180  -0.65
34 O -3.774393 -0.778847 -5.195102  0.19
35 O -1.793472 -0.248861 -6.149071  -0.02
36 H -0.271814 -0.330166 -7.608202  0.14
37 H -0.134714 -1.556542 -6.304764  0.09
38 H -2.112782 -1.558075 -8.655087  -0.03
39 H -1.283856 -2.936435 -7.889779  0.16
40 C 1.168909 -4.108749 -5.938480  -0.77
41 O 2.005430 -4.385142 -5.095603  0.02
42 O 0.355798 -2.904961 -5.576677  -0.11
43 O 0.813328 -4.575496 -7.021411  -0.03
44 H 0.773708 -2.636222 -4.750512  0.02
45 Al -2.950321 0.017590 -8.498767  1.17
46 Br 1.934090 -0.031360 -2.968579  0.03
47 C 2.987216 2.963290 7.193132  -0.02
48 C 1.515949 2.587392 7.063639  -0.74
49 O 0.878999 2.937411 6.052100  -0.03
50 O 1.020029 1.898319 8.008318  -0.02
51 H 3.311534 3.537375 6.327832  0.07
52 H 3.106884 3.545487 8.108700  0.05
53 H 3.595045 2.062318 7.279689  0.07
54 O 2.078235 3.480720 10.196494  -0.16
55 H 1.344285 2.845488 10.192854  -0.06
56 Na 1.472322 -1.909749 3.907786  0.76
57 F 4.157471 -2.404584 1.292004  -0.28
58 P 5.758894 -1.860712 1.417012  0.41
59 F 6.262644 -0.311638 1.152770  -0.21
60 F 5.886337 -3.183795 2.425023  -0.23
61 F 7.333424 -2.276980 1.136245  -0.21
62 F 5.158868 -1.087375 2.790745  -0.26
63 F 5.612968 -1.940957 -0.217034  -0.20
64 F -3.955062 2.844555 4.436819  -0.74

Atoms 1-6, force components in eV/Å:
0.21 0.25 0.29
-0.49 0.48 -0.73
-0.11 -0.40 0.34
0.56 0.38 -0.19
-1.13 -0.63 0.19
0.92 0.93 -0.06


(2)
DFT (ωB97M-V/def2-TZVPD) results for a molecular structure, C14H22B3BrO5 in a non-equilibrium geometry.

Calculated values
Molecular weight = 382.66 g/mol
E = -97186.182 eV
Energy above the lowest of the compared OMol25 structures with the same formula, charge and spin = 0.00 kJ/mol

Last column: natural (NBO) charge in e.
Element x y z (Å)
1 O 4.617388 0.465769 0.288896  -0.74
2 C 4.064809 -0.289030 -0.836063  -0.06
3 C 3.079180 0.589869 -1.742229  -0.82
4 B 1.487001 0.391478 -1.372848  1.21
5 O 0.584702 1.317702 -2.046883  -0.91
6 B -0.493172 1.746035 -1.189389  1.18
7 C -1.699653 2.746142 -1.634618  -0.79
8 C -2.165575 3.641047 -0.385314  -0.41
9 C -3.440826 4.488176 -0.852215  -0.43
10 Br -4.133811 5.741798 0.544727  -0.03
11 O -0.498072 1.162331 0.157918  -0.92
12 B -0.326091 -0.262427 -0.162410  1.20
13 C -1.657866 -1.163118 -0.222252  -0.44
14 C -2.751459 -1.190145 0.881973  -0.17
15 C -4.011332 -2.086340 0.635141  -0.22
16 C -4.209290 -2.916784 -0.660257  -0.21
17 C -3.107366 -2.900395 -1.753306  -0.23
18 C -1.847299 -2.025299 -1.528888  -0.18
19 O 1.021505 -0.667035 -0.471557  -0.91
20 H 4.426190 1.419036 0.170047  0.47
21 H 3.566948 -1.224325 -0.415150  0.19
22 H 4.975444 -0.631250 -1.454759  0.17
23 H 3.282232 1.727666 -1.651870  0.24
24 H 3.258251 0.354150 -2.860022  0.26
25 H -2.606684 2.079577 -1.911191  0.25
26 H -1.459222 3.342265 -2.585665  0.24
27 H -1.298389 4.277911 0.015314  0.22
28 H -2.490887 2.953870 0.465496  0.23
29 H -4.305336 3.839627 -1.233876  0.23
30 H -3.098531 5.114300 -1.762920  0.22
31 H -2.651179 -0.559052 1.834225  0.24
32 H -4.866609 -2.144332 1.403180  0.23
33 H -5.136908 -3.555667 -0.878519  0.24
34 H -3.168865 -3.470272 -2.737111  0.23
35 H -1.031972 -2.000744 -2.340273  0.23
36 C 1.865986 -2.505833 2.075585  -0.71
37 C 2.753773 -2.434477 3.289773  0.59
38 O 2.643522 -3.233211 4.201623  -0.55
39 C 3.782990 -1.336168 3.331109  -0.72
40 H 1.173745 -3.344110 2.181916  0.24
41 H 1.288148 -1.584506 1.983576  0.22
42 H 2.471643 -2.663564 1.180899  0.23
43 H 3.289538 -0.362687 3.294155  0.23
44 H 4.473768 -1.441476 2.491856  0.24
45 H 4.349632 -1.406500 4.262174  0.23

Atoms 1-6, force components in eV/Å:
-0.86 0.12 -0.68
0.84 0.31 -0.60
-0.32 -0.33 0.10
0.79 -0.19 -0.43
-0.70 -0.98 2.73
0.22 -0.17 0.46


(3)
DFT (ωB97M-V/def2-TZVPD) results for a molecular structure, C14H22BF4N2O16Tl in a non-equilibrium geometry.

Calculated values
Spin multiplicity = 2
Total charge = +3
Molecular weight = 765.52 g/mol
E = -66807.955 eV

Last column: Mulliken spin population.
Element x y z (Å)
1 Tl 2.868892 0.503026 -2.205973  0.06
2 B 0.156032 -0.472834 -1.533163  0.33
3 H -0.888198 -0.621024 -1.305393  0.16
4 H 0.405472 0.482106 -1.097153  0.26
5 H 0.850422 -1.200584 -1.142733  0.01
6 H 0.322852 -0.369494 -2.594163  -0.02
7 C -2.898528 1.429246 -1.034683  0.01
8 C -2.615148 1.347806 -2.553173  0.00
9 O -2.699888 2.754166 -2.830523  0.04
10 C -3.445838 3.387086 -1.999703  -0.02
11 O -3.889798 4.525856 -2.186593  0.92
12 O -3.714828 2.542176 -0.981723  0.04
13 F -3.438638 0.697656 -3.394373  0.00
14 H -2.063908 1.655016 -0.370953  0.00
15 H -3.474918 0.554836 -0.732553  0.01
16 H -1.631458 0.883166 -2.620713  0.01
17 C 2.041512 1.005226 4.137917  0.00
18 C 0.650462 1.321856 3.578677  0.00
19 O 0.834412 0.852426 2.249787  0.00
20 C 2.174962 1.051376 1.897517  0.00
21 O 2.549482 1.151586 0.701427  0.06
22 O 2.885702 1.203756 3.020227  0.00
23 F 0.588712 2.657686 3.644617  0.00
24 H 2.062352 -0.037654 4.454237  0.00
25 H 2.253102 1.730096 4.923977  0.00
26 H -0.211038 0.902566 4.098407  0.00
27 C 0.318182 4.990006 1.382167  0.00
28 C -0.954868 4.629296 0.574407  0.00
29 O -0.446488 4.171486 -0.625513  0.01
30 C 0.752092 3.636246 -0.389913  0.00
31 O 1.221982 2.863856 -1.226283  0.06
32 O 1.234582 4.013056 0.774207  0.01
33 F -1.561428 5.782626 0.378987  0.00
34 H 0.081922 4.892846 2.441807  0.00
35 H 0.728522 5.981606 1.191227  0.00
36 H -1.643008 3.906976 1.013527  0.00
37 C -1.161838 -1.620204 1.149067  0.01
38 C -1.864588 -2.646064 0.230027  0.01
39 O -3.206438 -2.408074 0.498427  0.00
40 C -3.319778 -1.732744 1.631787  -0.01
41 O -4.392918 -1.566434 2.158357  0.02
42 O -2.147418 -1.344404 2.122117  0.01
43 F -1.507838 -3.865814 0.638127  0.00
44 H -1.035728 -0.676624 0.618157  0.00
45 H -0.167648 -1.781644 1.565757  0.00
46 H -1.707338 -2.517374 -0.840863  0.00
47 C 0.608772 -4.262774 -2.284933  -0.08
48 N 0.044942 -4.736524 -3.606953  0.01
49 O -0.327558 -5.900034 -3.684193  -0.93
50 O -0.095368 -3.883574 -4.458233  0.01
51 H 0.459832 -4.908664 -1.419633  -0.01
52 H 0.088562 -3.310954 -2.177633  0.00
53 H 1.681472 -4.195994 -2.466493  0.00
54 C 4.344142 -3.897534 -0.170183  0.00
55 N 3.867412 -2.639534 0.537687  0.00
56 O 3.414222 -1.713874 -0.170683  0.00
57 O 3.776022 -2.679454 1.719137  0.00
58 H 3.629752 -4.075694 -0.973933  0.00
59 H 4.359832 -4.783524 0.464547  0.00
60 H 5.255842 -3.657584 -0.717283  0.00

Atoms 1-6, force components in eV/Å:
0.19 0.44 0.64
1.21 -3.14 -2.62
-4.32 0.89 1.17
0.53 4.88 3.66
2.74 -2.18 1.78
0.10 -0.25 -4.11


(4)
DFT (ωB97M-V/def2-TZVPD) results for 2 unconnected molecules or ions with the total composition C14H22Br2O5 in a non-equilibrium geometry.

Calculated values
Molecular weight = 430.13 g/mol
E = -165189.218 eV
Energy above the lowest of the compared OMol25 structures with the same formula, charge and spin = 442.81 kJ/mol
SMILES = CCCOC1=C([C@@H](Br)[C@H](C)Br)C(=O)OC1=O.CCOCC

Last column: natural (NBO) charge in e.
Element x y z (Å)
1 C 6.205301 -0.397340 -1.306392  -0.63
2 C 4.988294 0.716716 -1.041059  -0.47
3 C 4.691363 1.550551 -2.422676  -0.09
4 O 3.239874 1.687011 -2.744580  -0.51
5 C 2.517069 2.320990 -1.630208  0.27
6 C 1.295131 1.668658 -1.082531  -0.14
7 C 0.630127 0.282678 -1.651194  -0.31
8 Br 1.479034 -1.266629 -0.707471  0.04
9 C -1.022288 0.237488 -1.573381  -0.27
10 C -1.427363 -1.373720 -1.759599  -0.66
11 Br -1.912577 1.302904 -3.042091  0.02
12 C 0.886007 2.683459 0.137113  0.76
13 O -0.261187 2.919947 0.777576  -0.51
14 O 2.163568 3.363727 0.511260  -0.52
15 C 2.775615 3.701313 -0.783476  0.73
16 O 3.355649 4.850269 -1.207996  -0.50
17 H 7.096108 -0.290822 -0.555101  0.22
18 H 5.740304 -1.465712 -1.160717  0.22
19 H 6.650220 -0.338819 -2.387121  0.21
20 H 5.362766 1.396106 -0.137915  0.22
21 H 4.084185 0.095609 -0.631767  0.24
22 H 5.206139 2.610691 -2.311555  0.20
23 H 5.177085 1.027713 -3.375325  0.22
24 H 0.890180 0.241127 -2.815631  0.28
25 H -1.407340 0.532766 -0.505940  0.25
26 H -0.760124 -1.909313 -2.580753  0.22
27 H -1.389371 -1.960802 -0.722710  0.24
28 H -2.547111 -1.503163 -2.140241  0.24
29 C -2.538313 -1.586209 3.390797  -0.64
30 C -3.226716 -0.738364 2.336143  -0.06
31 O -3.962183 -1.505404 1.387416  -0.54
32 C -5.043987 -2.280808 1.896601  -0.06
33 C -6.134218 -1.442112 2.540433  -0.64
34 H -1.948269 -2.382125 2.923883  0.21
35 H -1.876258 -0.970215 4.006875  0.22
36 H -3.264019 -2.065013 4.054894  0.20
37 H -2.461863 -0.195001 1.770227  0.18
38 H -3.869388 0.019073 2.795823  0.17
39 H -4.673447 -3.046194 2.586613  0.16
40 H -5.472418 -2.814087 1.041182  0.19
41 H -5.784330 -0.976097 3.466696  0.20
42 H -7.001032 -2.063167 2.784611  0.22
43 H -6.450217 -0.637680 1.869286  0.22

Atoms 1-6, force components in eV/Å:
-0.25 -0.35 0.14
1.11 -0.82 0.38
1.37 0.25 0.32
-0.39 2.19 3.56
-2.80 -2.75 0.46
2.99 2.59 -0.82


(5)
DFT (ωB97M-V/def2-TZVPD) results for a molecular structure, C14H22CoF6N3O4S2Si2.

Calculated values
Spin multiplicity = 4
Total charge = -1
Molecular weight = 589.57 g/mol
E = -118894.586 eV
Energy above the lowest of the compared OMol25 structures with the same formula, charge and spin = 389.96 kJ/mol

Last column: Mulliken spin population.
Element x y z (Å)
1 Co 0.953347 -0.644900 0.075086  1.11
2 C -1.616941 1.281525 -1.485631  0.01
3 Si -0.942507 -0.140740 -2.470890  -0.01
4 C -2.342918 -0.917126 -3.440189  0.00
5 C 0.285445 0.490523 -3.712673  0.01
6 N -0.255568 -1.221838 -1.270460  0.24
7 C -0.571093 -2.491567 -0.986564  0.11
8 C -1.075532 -3.465396 -1.894152  0.00
9 C -1.330062 -4.739557 -1.476368  0.06
10 C -1.094295 -5.128258 -0.134195  0.06
11 C -0.611636 -4.236227 0.778360  0.01
12 C -0.340202 -2.885956 0.402441  0.17
13 N 0.092912 -1.899029 1.197758  0.26
14 Si 0.244434 -2.026450 2.962640  -0.01
15 C -1.349422 -2.736397 3.650713  0.01
16 C 1.718845 -3.081492 3.372908  0.01
17 C 0.414268 -0.359111 3.753776  0.01
18 H -1.955949 2.095320 -2.132902  0.00
19 H -0.838532 1.673462 -0.823598  0.00
20 H -2.454989 0.955971 -0.863723  0.00
21 H -2.853806 -0.107041 -3.970759  0.00
22 H -3.077189 -1.426218 -2.811715  0.00
23 H -1.980024 -1.621931 -4.192025  0.00
24 H -0.258636 0.882127 -4.577229  0.00
25 H 0.959098 -0.300324 -4.051390  0.00
26 H 0.905745 1.284362 -3.295780  0.00
27 H -1.211673 -3.200331 -2.931269  -0.01
28 H -1.688533 -5.472489 -2.188743  0.01
29 H -1.276372 -6.152940 0.165154  0.01
30 H -0.402541 -4.561483 1.787074  -0.02
31 H -1.708636 -3.648649 3.174510  0.00
32 H -2.137133 -1.982348 3.562545  0.00
33 H -1.208632 -2.942803 4.716822  0.00
34 H 1.781944 -3.975481 2.748707  0.00
35 H 1.711142 -3.389560 4.422220  0.00
36 H 2.616059 -2.480755 3.197375  0.00
37 H -0.051041 0.427023 3.153126  0.00
38 H 1.466094 -0.098452 3.900455  -0.01
39 H -0.078421 -0.371499 4.730702  0.00
40 F 3.655947 3.065321 2.697142  -0.01
41 C 2.769954 2.099949 2.930088  0.82
42 F 1.607410 2.729496 3.305218  0.04
43 F 4.134593 0.732692 3.154992  0.20
44 S 2.371701 1.186750 1.395477  -0.09
45 O 2.398599 -0.305980 1.471829  -0.02
46 O 1.008838 1.550683 0.985253  0.03
47 N 3.473250 1.660114 0.315111  0.01
48 S 3.455831 0.796558 -0.983546  0.01
49 O 4.184984 1.403839 -2.048957  0.00
50 O 2.095164 0.301654 -1.320420  -0.03
51 C 4.390594 -0.807374 -0.676639  -0.01
52 F 5.196275 -0.684403 0.359925  0.00
53 F 3.567345 -1.840473 -0.481228  0.00
54 F 5.111969 -1.084038 -1.766767  0.00

Atoms 1-6, force components in eV/Å:
0.43 0.28 0.16
-0.01 0.14 0.13
0.05 0.03 0.11
-0.11 -0.10 -0.05
0.22 -0.01 -0.09
-0.18 -0.27 -0.13


Question: Among the records above, which one has the lowest molecular weight?
Answer: C14H22B3BrO5